Here is a cluster of 13 separate species, C32H56F2N2O10 in total in a non-equilibrium geometry from OMol25. Energies are from ωB97M-V with the def2-TZVPD basis set.

Geometry as ORCA input:
```
! RIJCOSX wB97M-V def2-TZVPD def2/J DEFGRID3
* xyz -2 1
H -1.7777 10.1291 5.2757
C -1.2133 9.1967 5.2912
C -5.8291 -5.3606 1.5712
H 0.8840 -5.4752 -0.6692
H -0.3448 9.3643 4.6542
H 3.2507 3.8382 6.1066
O -2.0886 1.8653 -1.3863
H 1.0734 8.5035 -1.5377
C -5.1011 -6.1947 3.6724
H -1.0872 -1.8293 7.8637
H 5.2889 -2.0124 2.7625
H 2.9446 -6.8936 -1.1658
O -3.9934 6.1051 -5.4237
C -0.3201 -6.4211 -2.1010
O -1.6417 -0.1739 6.8506
H -0.8874 9.0013 6.3128
H -0.7043 0.5033 -1.4516
C 0.8564 -6.2830 -1.3856
F -1.3598 -7.4874 -4.0225
H -1.3222 0.2705 6.0619
H -4.7582 -2.8664 3.5365
H 4.4061 -1.1983 -3.0991
H -2.1165 0.0064 -0.6861
H 5.2780 0.9422 -2.6437
C 0.6444 1.6157 -7.1249
H -4.5959 5.4595 -7.3044
H 0.8530 7.4544 -0.1552
H -9.8269 -0.1412 1.1829
C -0.3325 -7.3636 -3.1261
C -5.6244 -6.4312 2.4013
H -3.5954 5.2359 -5.3358
H -0.6654 0.1667 1.1491
O -0.7882 8.5433 -0.6581
H -0.4314 9.4067 -0.4370
H 1.6029 1.2198 -6.7894
H -1.1719 -5.7695 -1.9733
N 6.7692 -1.1117 -5.5254
H -10.0020 1.5527 1.5905
C 0.7346 -8.1707 -3.3954
H 0.0125 -0.5560 7.8203
C 6.6726 0.9350 -4.3316
C -4.3888 -2.3686 -6.2577
O -1.8278 8.0702 4.7341
O -4.6099 -1.0292 -5.9192
C -9.3754 0.6747 1.7473
H 5.3195 -2.4942 -4.9951
C 1.9084 -8.0804 -2.6253
H 0.5540 1.7658 -8.2007
H -5.0443 -6.8877 4.4988
H 9.4256 -2.7816 3.1190
H -6.1875 -5.4863 0.5602
H 9.4234 -2.1277 5.5559
H -4.8639 7.1601 -6.9257
H -5.2454 -2.8251 -6.7533
H 2.7376 -8.7303 -2.8627
H 3.1297 4.7458 4.5502
H 5.2311 -1.0762 4.9292
O -1.4595 1.9703 1.6730
C 2.0262 -7.0409 -1.7146
H -3.1866 6.5774 -7.1884
C 5.7103 0.4383 -3.4956
O 0.2117 2.7412 -6.4117
C 7.2285 0.1707 -5.3439
C 5.8215 -1.5878 -4.6903
H -0.2352 -1.6194 6.3222
H -4.4017 -4.7224 5.0806
C 8.5248 -2.4988 3.6433
C 7.2921 -1.5987 5.4854
C 0.3518 7.8604 -1.0339
H -5.9288 -7.4385 2.1585
H 0.0482 0.7661 -6.7920
H 8.0076 0.5925 -5.9616
C 6.1852 -2.0446 3.3642
C 8.5279 -2.0393 4.9586
H 7.2270 -1.2990 6.5209
H 0.2617 1.4595 0.6275
H 1.1677 4.3425 4.9523
N -5.5249 -4.0544 1.9129
H 3.3163 5.5952 6.1719
H -9.4582 0.3382 2.7808
C -1.4193 0.8441 -0.7028
O -8.1197 1.1434 1.4869
C 6.1578 -1.5658 4.6688
C 5.2634 -0.8599 -3.6621
H -7.6688 0.2982 1.4238
F 7.4495 -3.1753 1.6556
H -1.3134 7.3232 5.0488
H -4.1648 -3.0003 -5.3981
C -4.1729 6.3269 -6.7977
H 0.0635 7.0231 -1.6695
H -3.4893 -2.4079 -6.8721
C -0.6763 -1.0956 7.1703
H -0.2302 2.3538 -5.6525
C 7.3510 -2.5901 2.8862
O 1.4903 4.8570 5.6957
H -4.1959 -0.7531 -5.0982
C -0.7827 1.1605 0.7170
C 2.9082 4.7501 5.6174
C -4.7741 -4.8905 4.0809
C -5.0262 -3.8451 3.1667
H 6.9987 1.9318 -4.0736
H 0.7595 -8.8421 -4.2411
*
```

Computed properties:
Orbital gap: 1.69 eV
DFT total energy: -62969.67117 eV
LUMO energy: 3.3161 eV
Max |F|: 3.2 eV Å⁻¹